(1)
This record from OMol25 describes a structure of composition C6H9N. The level of theory is ωB97M-V with the def2-TZVPD basis set.

```
16
Properties=species:S:1:pos:R:3:forces:R:3
C 1.924 0.407 0.043 0.12 0.07 0.05
N 0.901 -0.544 -0.349 0.03 0.01 0.02
C -0.005 -1.051 0.666 0.12 -0.25 0.27
C -1.198 -0.093 0.817 -0.19 0.15 0.25
C -0.967 1.025 -0.186 0.00 0.18 0.02
C -0.307 -0.070 -1.066 -0.05 0.14 -0.44
C -1.147 -1.131 -0.280 -0.18 -0.22 -0.10
H 1.549 1.392 0.356 0.01 -0.13 0.01
H 2.623 0.555 -0.785 -0.06 -0.01 0.09
H 2.476 -0.015 0.888 0.03 0.03 -0.13
H 0.302 -1.746 1.443 -0.07 0.13 -0.11
H -1.829 -0.086 1.700 0.11 -0.03 -0.13
H -0.377 1.904 0.101 -0.10 -0.14 -0.06
H -1.911 1.351 -0.629 0.09 -0.07 0.01
H -0.229 0.041 -2.149 0.00 -0.01 0.17
H -1.806 -1.939 -0.571 0.14 0.15 0.07
```
Positions in Å, forces in eV/Å.

Results
HOMO level, hartree: -0.3089
Strongest force on any atom, eV/A: 0.46
LUMO level, eV: 1.18
Calculated total energy, Ha: -288.66188
Energy above the lowest of the compared OMol25 structures with the same formula, charge and spin, kcal/mol: 75.40
Kohn-Sham gap, eV: 9.58

***

(2)
This record from OMol25 describes the molecule C6H9N. The level of theory is ωB97M-V with the def2-TZVPD basis set.

```
16
Properties=species:S:1:pos:R:3:forces:R:3
C -1.009 -3.086 -0.895 -0.01 -0.05 -0.01
C -0.580 -1.691 -0.789 0.19 0.50 0.05
C -0.208 -0.548 -0.696 -0.19 -0.49 -0.03
C 0.233 0.845 -0.714 0.03 -0.03 -0.14
N 0.487 1.469 0.614 -0.02 0.00 0.16
C 1.087 2.662 0.555 0.11 -0.01 0.05
C 0.088 0.850 1.717 -0.05 0.07 -0.03
H -0.176 -3.727 -1.202 -0.11 0.11 0.05
H -1.812 -3.195 -1.631 0.12 0.05 0.11
H -1.381 -3.452 0.067 0.06 0.08 -0.12
H 1.179 0.918 -1.260 -0.13 0.01 0.07
H -0.496 1.472 -1.235 0.07 -0.10 0.12
H 1.114 3.253 1.460 0.10 -0.10 -0.11
H 1.684 2.909 -0.311 -0.18 -0.04 0.03
H 0.442 1.253 2.656 -0.18 0.00 -0.10
H -0.650 0.066 1.664 0.19 0.00 -0.11
```
Positions in Å, forces in eV/Å.

Results
HOMO level, hartree: -0.2434
Strongest force on any atom, eV/A: 0.54
LUMO level, eV: 0.90
Calculated total energy, Ha: -288.62060
Energy above the lowest of the compared OMol25 structures with the same formula, charge and spin, kcal/mol: 101.31
Kohn-Sham gap, eV: 7.52

***

(3)
This record from OMol25 describes the molecule C6H9N in a non-equilibrium geometry. The level of theory is ωB97M-V with the def2-TZVPD basis set.

```
16
Properties=species:S:1:pos:R:3:forces:R:3
C -1.041 1.471 -0.467 -0.52 -0.28 0.20
C -0.545 0.103 -0.011 1.55 -0.56 0.51
C 0.553 -0.527 -0.911 -0.01 -0.11 -0.31
C 1.949 -0.600 -0.383 0.22 0.06 0.33
C 3.096 -0.708 -0.008 -0.88 0.14 -0.12
C -0.554 -0.524 1.361 0.21 0.24 0.17
N -1.656 -0.756 0.443 -0.36 0.36 -0.45
H -0.413 1.998 -1.195 0.08 -0.22 0.44
H -1.335 2.148 0.344 0.26 -0.13 -0.06
H -1.971 1.181 -0.980 0.16 0.59 -0.21
H 0.612 0.022 -1.860 -0.13 -0.18 0.09
H 0.236 -1.547 -1.148 0.04 0.02 -0.03
H 4.100 -0.794 0.369 -0.46 0.04 -0.23
H 0.009 -1.451 1.484 0.30 0.49 0.02
H -0.688 0.023 2.292 -0.16 0.16 -0.27
H -2.352 -0.040 0.669 -0.30 -0.61 -0.06
```
Positions in Å, forces in eV/Å.

Results
HOMO level, hartree: -0.3437
Strongest force on any atom, eV/A: 1.73
LUMO level, eV: 0.99
Calculated total energy, Ha: -288.65105
SMILES string: C#CC[C@]1(C)CN1
Energy above the lowest of the compared OMol25 structures with the same formula, charge and spin, kcal/mol: 82.20
Kohn-Sham gap, eV: 10.34

***

(4)
This record from OMol25 describes the molecule C6H9N. The level of theory is ωB97M-V with the def2-TZVPD basis set.

```
16
Properties=species:S:1:pos:R:3:forces:R:3
C -1.324 1.505 -0.124 -0.07 0.02 -0.04
C -0.102 0.643 -0.108 0.01 -0.05 0.02
C 0.069 -0.708 0.104 -0.04 0.11 -0.03
C -0.995 -1.735 0.359 -0.07 -0.05 0.00
C 1.472 -0.964 0.045 0.05 -0.01 -0.01
C 2.108 0.224 -0.201 0.04 -0.06 0.00
N 1.144 1.193 -0.289 -0.01 0.05 -0.01
H -2.211 0.919 -0.382 0.13 0.05 0.04
H -1.232 2.308 -0.866 -0.02 -0.15 0.10
H -1.512 1.976 0.849 0.03 -0.08 -0.11
H -0.651 -2.726 0.045 -0.05 0.15 0.04
H -1.918 -1.522 -0.193 0.15 0.01 0.09
H -1.259 -1.807 1.421 0.04 0.03 -0.13
H 1.946 -1.930 0.166 -0.04 0.16 -0.03
H 3.154 0.459 -0.337 -0.16 -0.04 0.04
H 1.313 2.165 -0.489 -0.01 -0.15 0.04
```
Positions in Å, forces in eV/Å.

Results
HOMO level, hartree: -0.2867
Strongest force on any atom, eV/A: 0.18
LUMO level, eV: 1.07
Calculated total energy, Ha: -288.77948
SMILES string: Cc1cc[nH]c1C
Energy above the lowest of the compared OMol25 structures with the same formula, charge and spin, kcal/mol: 1.60
Kohn-Sham gap, eV: 8.87

***

(5)
This record from OMol25 describes a structure of composition C6H9N in a non-equilibrium geometry. The level of theory is ωB97M-V with the def2-TZVPD basis set.

```
16
Properties=species:S:1:pos:R:3:forces:R:3
C 1.903 0.044 -0.323 6.30 2.06 -1.56
C -0.252 -0.900 -0.170 -3.34 -3.01 0.51
C -0.306 -0.170 1.217 4.59 -1.48 -0.93
C -0.261 0.994 0.144 0.71 2.29 -0.26
C -1.709 0.794 -0.365 1.78 -4.51 -1.15
C -1.703 -0.594 -0.595 0.89 2.94 -0.51
H 1.971 -0.342 0.703 0.95 0.51 -0.27
H 2.762 -0.486 -1.040 -2.69 0.56 1.62
H 2.335 1.174 -0.540 -0.83 -2.50 1.44
H -0.222 -2.021 -0.279 1.43 1.00 0.23
H 0.599 -0.676 1.773 -1.58 2.14 -0.28
H -1.175 -0.164 1.744 -2.20 -0.43 1.65
H 0.095 2.128 0.142 -0.59 -2.44 0.69
H -2.369 1.555 -0.603 -1.29 1.19 -0.26
H -2.291 -1.439 -1.043 0.01 1.58 0.54
N 0.621 0.103 -0.764 -4.15 0.13 -1.45
```
Positions in Å, forces in eV/Å.

Results
HOMO level, hartree: -0.3128
Strongest force on any atom, eV/A: 6.81
LUMO level, eV: 1.14
Calculated total energy, Ha: -288.57580
Energy above the lowest of the compared OMol25 structures with the same formula, charge and spin, kcal/mol: 129.42
Kohn-Sham gap, eV: 9.65

***

(6)
This record from OMol25 describes a structure of composition C6H9N in a non-equilibrium geometry. The level of theory is ωB97M-V with the def2-TZVPD basis set.

```
16
Properties=species:S:1:pos:R:3:forces:R:3
C -0.770 -1.082 1.854 -0.12 -0.15 0.14
C -1.120 -0.663 0.504 -1.22 -0.92 0.45
C -1.690 -0.498 -0.591 0.65 0.12 0.25
C -0.946 0.380 -1.557 0.42 0.22 0.00
C 0.040 0.677 -0.435 2.40 1.25 -1.29
C 1.466 0.065 -0.452 -1.35 -0.35 0.43
N 1.848 1.312 -0.960 -0.76 0.56 0.07
H 0.209 -1.562 1.911 -0.11 0.02 -0.16
H -1.528 -1.812 2.134 0.03 -0.11 0.24
H -0.791 -0.265 2.578 -0.07 0.01 -0.17
H -1.505 1.235 -1.951 0.11 -0.20 0.19
H -0.475 -0.149 -2.385 -0.17 -0.10 0.07
H -0.301 1.513 0.192 0.69 -0.54 0.00
H 1.527 -0.751 -1.184 -0.12 0.09 0.16
H 1.854 -0.280 0.519 -0.12 0.13 -0.15
H 2.183 1.881 -0.176 -0.25 -0.02 -0.23
```
Positions in Å, forces in eV/Å.

Results
HOMO level (alpha / beta), hartree: -0.2742 / -0.2742
Strongest force on any atom, eV/A: 3.00
LUMO level (alpha / beta), eV: 0.41 / 0.41
Calculated total energy, Ha: -288.54876
Energy above the lowest of the compared OMol25 structures with the same formula, charge and spin, kcal/mol: 146.39
Kohn-Sham gap (alpha / beta), eV: 7.87 / 7.87

***

(7)
This record from OMol25 describes a cluster of 2 separate species, C6H9N in total in a non-equilibrium geometry. The level of theory is ωB97M-V with the def2-TZVPD basis set.

```
16
Properties=species:S:1:pos:R:3:forces:R:3
C -1.255 -1.315 -0.132 -0.01 0.18 -0.10
C 0.194 -1.294 0.259 0.10 0.33 -0.27
C 0.884 0.292 -0.991 -0.01 -0.34 0.67
C 0.205 1.615 -1.109 -0.07 -0.27 0.01
C 0.717 -0.582 1.319 0.10 0.25 -0.37
C 0.004 0.487 1.926 -0.50 0.91 0.28
N -0.570 1.400 2.356 0.48 -0.83 -0.32
H -1.759 -0.405 0.203 -0.01 -0.09 -0.10
H -1.298 -1.381 -1.218 -0.20 0.00 0.06
H -1.788 -2.177 0.292 0.29 0.14 0.03
H 0.754 -2.190 -0.017 0.03 0.48 -0.26
H 1.947 0.529 -0.801 -0.14 -0.55 0.30
H 0.491 2.449 -0.443 0.02 -0.38 -0.17
H 0.672 1.788 -2.110 -0.10 0.28 0.21
H -0.875 1.641 -1.288 0.15 -0.31 0.19
H 1.676 -0.858 1.753 -0.14 0.20 -0.18
```
Positions in Å, forces in eV/Å.

Results
HOMO level (alpha / beta), hartree: -0.3051 / -0.3051
Strongest force on any atom, eV/A: 1.08
LUMO level (alpha / beta), eV: -0.06 / -0.06
Calculated total energy, Ha: -288.60584
Energy above the lowest of the compared OMol25 structures with the same formula, charge and spin, kcal/mol: 110.57
Kohn-Sham gap (alpha / beta), eV: 8.24 / 8.24

***

(8)
This record from OMol25 describes the molecule C6H9N. The level of theory is ωB97M-V with the def2-TZVPD basis set.

```
16
Properties=species:S:1:pos:R:3:forces:R:3
C -0.552 -1.504 -0.453 -0.08 -0.02 0.00
C 0.178 -0.197 -0.512 -0.18 -0.17 -0.43
C -0.549 1.002 -1.089 0.09 -0.07 -0.25
C -1.398 1.479 0.081 0.53 -0.43 0.17
C -0.690 1.020 1.112 0.14 -0.06 0.19
C 0.964 0.466 0.967 0.04 0.33 0.64
N 1.533 -0.189 -0.315 -0.37 -0.08 -0.08
H -1.630 -1.358 -0.498 0.12 0.01 0.02
H -0.300 -2.075 0.448 0.01 0.14 -0.13
H -0.226 -2.088 -1.323 -0.02 0.03 0.05
H -1.120 0.661 -1.963 0.02 0.06 0.10
H 0.155 1.765 -1.439 -0.06 -0.05 0.06
H -0.838 1.002 2.194 -0.08 0.02 -0.28
H 1.506 1.393 1.119 0.04 -0.07 -0.02
H 1.074 -0.252 1.778 -0.02 0.14 -0.08
H 1.895 -1.124 -0.107 -0.18 0.23 0.04
```
Positions in Å, forces in eV/Å.

Results
HOMO level, hartree: -0.2641
Strongest force on any atom, eV/A: 0.72
LUMO level, eV: 0.41
Calculated total energy, Ha: -288.54621
Energy above the lowest of the compared OMol25 structures with the same formula, charge and spin, kcal/mol: 147.99
Kohn-Sham gap, eV: 7.60

***

(9)
This record from OMol25 describes a structure of composition C6H9N. The level of theory is ωB97M-V with the def2-TZVPD basis set.

```
16
Properties=species:S:1:pos:R:3:forces:R:3
C -0.229 1.974 -0.292 -0.18 0.08 -0.25
N 0.450 0.690 -0.212 0.01 0.11 -0.03
C -0.058 -0.134 0.934 0.02 0.09 0.49
C -1.129 -0.770 0.023 -0.01 -0.06 0.02
C 0.054 -0.627 -0.963 0.07 0.14 -0.38
C 1.145 -1.502 -0.350 0.04 0.10 0.29
C 1.064 -1.161 0.935 0.02 -0.10 0.13
H -0.014 2.490 0.660 -0.07 -0.18 -0.34
H 0.215 2.589 -1.083 -0.21 -0.17 0.02
H -1.328 1.946 -0.405 0.18 0.01 -0.09
H -0.310 0.399 1.849 0.08 -0.05 0.04
H -1.959 -0.106 -0.255 0.27 -0.07 0.28
H -1.514 -1.753 0.311 0.18 0.02 -0.26
H -0.066 -0.682 -2.043 -0.03 0.38 0.02
H 1.928 -2.050 -0.864 -0.34 0.02 0.04
H 1.750 -1.305 1.753 -0.04 -0.33 0.04
```
Positions in Å, forces in eV/Å.

Results
HOMO level, hartree: -0.3100
Strongest force on any atom, eV/A: 0.50
LUMO level, eV: 1.19
Calculated total energy, Ha: -288.66111
Energy above the lowest of the compared OMol25 structures with the same formula, charge and spin, kcal/mol: 75.88
Kohn-Sham gap, eV: 9.62

***

(10)
This record from OMol25 describes the molecule C6H9N. The level of theory is ωB97M-V with the def2-TZVPD basis set.

```
16
Properties=species:S:1:pos:R:3:forces:R:3
C -0.618 0.316 -2.473 0.03 -0.01 -0.02
C -0.316 -0.034 -1.039 -0.08 0.19 -0.13
C 0.970 0.049 -0.372 -0.32 0.02 0.18
C 0.583 -0.030 1.026 0.02 0.00 0.02
C 1.558 -0.077 2.169 0.02 0.00 0.05
C -0.783 -0.014 1.143 0.05 -0.02 -0.04
N -1.355 -0.008 -0.093 0.10 -0.03 0.04
H -0.892 1.373 -2.553 0.05 -0.14 0.03
H 0.280 0.153 -3.073 -0.14 0.01 0.08
H -1.437 -0.286 -2.884 0.12 0.09 0.07
H 0.297 -1.071 -0.990 0.01 -0.14 0.00
H 1.076 0.156 3.126 0.06 -0.04 -0.15
H 2.367 0.641 2.008 -0.12 -0.09 0.02
H 2.020 -1.067 2.258 -0.07 0.14 -0.04
H -1.407 -0.039 2.032 0.12 0.00 -0.13
H -2.343 -0.062 -0.283 0.15 0.02 0.01
```
Positions in Å, forces in eV/Å.

Results
HOMO level, hartree: -0.2978
Strongest force on any atom, eV/A: 0.37
LUMO level, eV: 0.77
Calculated total energy, Ha: -288.66528
Energy above the lowest of the compared OMol25 structures with the same formula, charge and spin, kcal/mol: 73.27
Kohn-Sham gap, eV: 8.87

***

(11)
This record from OMol25 describes the ion C6H9N with charge +1 in a non-equilibrium geometry. The level of theory is ωB97M-V with the def2-TZVPD basis set.

```
16
Properties=species:S:1:pos:R:3:forces:R:3
C -1.105 0.461 -1.575 0.38 -1.04 -0.15
C 0.038 0.127 -0.685 -0.30 -0.18 0.20
C 1.431 0.027 -1.017 -0.31 1.33 0.38
N 2.131 -0.154 0.123 0.40 -0.95 -1.22
C 1.259 -0.343 1.154 0.28 1.18 0.18
C -0.060 -0.153 0.661 -0.09 -0.55 0.04
C -1.289 -0.246 1.499 -0.30 0.28 -0.85
H -0.769 1.016 -2.443 -0.37 0.55 0.11
H -1.983 0.806 -1.033 0.32 0.71 -0.08
H -1.469 -0.477 -1.979 -0.03 -0.46 -0.29
H 1.969 0.336 -1.902 -0.20 -0.42 -0.28
H 3.104 -0.415 0.022 0.03 0.20 0.83
H 1.635 -0.233 2.166 -0.21 -0.69 0.00
H -2.062 -0.905 1.084 0.58 -0.45 0.07
H -1.000 -0.546 2.494 -0.43 0.14 0.38
H -1.830 0.698 1.432 0.24 0.37 0.65
```
Positions in Å, forces in eV/Å.

Results
HOMO level (alpha / beta), hartree: -0.5304 / -0.5253
Strongest force on any atom, eV/A: 1.60
LUMO level (alpha / beta), eV: -3.71 / -7.27
Calculated total energy, Ha: -288.47953
Energy above the lowest of the compared OMol25 structures with the same formula, charge and spin, kcal/mol: 14.84
Total charge: +1
Spin multiplicity: 2
Kohn-Sham gap (alpha / beta), eV: 10.73 / 7.02

***

(12)
This record from OMol25 describes the ion C6H9N2 with charge +1 in a non-equilibrium geometry. The level of theory is ωB97M-V with the def2-TZVPD basis set.

```
17
Properties=species:S:1:pos:R:3:forces:R:3
C -0.525 1.387 -1.152 0.86 3.41 1.58
C 0.650 1.508 -0.409 0.87 3.38 1.97
C -0.719 0.235 -1.633 -1.08 -4.68 -1.73
C 1.376 0.508 0.316 -1.88 0.78 -1.44
C 0.235 0.166 1.615 1.21 -1.78 -2.07
C -0.285 -1.149 1.603 -1.39 -2.09 -0.88
N -0.798 -0.939 -1.835 -0.63 -0.42 -1.44
N -0.651 -1.978 0.660 -0.43 -0.47 2.15
H -1.276 2.153 -1.153 -0.08 0.37 -0.31
H 0.848 2.613 -0.142 -0.11 -1.86 -0.20
H 1.363 -0.378 -0.287 0.71 -0.91 0.28
H 2.285 0.857 0.746 0.63 -0.16 0.16
H 0.756 0.422 2.476 0.92 0.53 1.44
H -0.619 0.739 1.457 -1.52 1.42 0.06
H -1.227 -2.852 0.833 1.14 1.50 0.53
H -0.569 -1.870 -0.347 0.38 0.61 -0.67
H -0.844 -1.422 -2.747 0.42 0.37 0.56
```
Positions in Å, forces in eV/Å.

Results
HOMO level (alpha / beta), hartree: -0.4441 / -0.4437
Strongest force on any atom, eV/A: 5.11
LUMO level (alpha / beta), eV: -5.25 / -5.26
Calculated total energy, Ha: -343.09501
Energy above the lowest of the compared OMol25 structures with the same formula, charge and spin, kcal/mol: 142.11
Total charge: +1
Kohn-Sham gap (alpha / beta), eV: 6.83 / 6.82